Entry 1:
C36H58N9O3STi | wB97M-V/def2-TZVPD

Largest force on an atom   1.3 eV Å⁻¹
Relative energy (zero: lowest compared OMol25 entry of this formula, charge and spin)   86.8 kJ/mol
Total charge   +2
Kohn-Sham gap (alpha / beta)   7.15 / 7.24 eV
Spin multiplicity   2
Energy   -91765.1932 eV
Expectation value of S²   0.75
Lowest unoccupied orbital energy (alpha / beta)   -4.93 / -4.95 eV

Geometry as XYZ:
```
108
Properties=species:S:1:pos:R:3:mulliken_charge:R:1
Ti 0.212 0.392 0.147 0.4791
C 3.140 4.757 2.089 -1.2993
N 1.858 4.209 1.662 0.5100
C 0.955 5.178 1.071 -0.6838
C 1.614 2.871 1.681 -0.0719
N 0.915 2.242 0.753 1.0054
C 0.759 2.765 -0.553 0.0651
C 1.797 3.359 -1.238 -0.7033
C 1.652 3.756 -2.574 -1.0725
C 0.464 3.584 -3.230 -1.0832
C -0.641 3.006 -2.568 1.3497
C -1.898 2.905 -3.203 -1.4244
C -2.989 2.455 -2.516 -0.9435
C -2.865 2.012 -1.192 -0.2857
C -1.642 1.990 -0.568 -0.5154
N -1.444 1.367 0.685 1.0868
C -2.158 1.612 1.769 -0.5966
N -2.047 0.751 2.829 0.9532
C -2.027 1.235 4.198 -1.2354
C -2.299 -0.678 2.680 -0.9827
N -2.938 2.697 1.935 0.4637
C -4.131 2.640 2.774 -1.2336
C -2.750 3.965 1.248 -0.7342
C -0.493 2.553 -1.224 0.3462
N 2.096 2.209 2.764 0.1108
C 2.121 2.830 4.084 -1.2250
C 2.250 0.770 2.790 -0.9719
H 3.044 5.364 2.992 0.3907
H 3.530 5.396 1.294 0.4108
H 3.851 3.956 2.271 0.3814
H 1.304 5.536 0.100 0.2608
H 0.874 6.032 1.746 0.4735
H -0.034 4.746 0.943 0.0404
H 2.755 3.481 -0.748 0.5390
H 2.491 4.208 -3.088 0.4640
H 0.347 3.899 -4.258 0.4968
H -1.983 3.216 -4.236 0.4976
H -3.957 2.418 -2.998 0.4294
H -3.728 1.640 -0.659 0.7258
H -1.773 2.293 4.213 0.4032
H -1.260 0.682 4.743 0.3123
H -2.976 1.084 4.721 0.3436
H -2.349 -0.939 1.628 0.0700
H -3.262 -0.935 3.134 0.3258
H -1.515 -1.257 3.168 0.2650
H -4.406 1.608 2.969 0.3690
H -4.954 3.112 2.236 0.4225
H -3.994 3.167 3.720 0.3591
H -1.761 4.022 0.805 -0.2266
H -2.857 4.769 1.977 0.4690
H -3.492 4.109 0.460 0.3015
H 1.721 3.837 4.039 0.4231
H 3.134 2.859 4.488 0.3304
H 1.496 2.246 4.764 0.3857
H 2.555 0.413 1.810 0.1835
H 1.325 0.264 3.087 0.1916
H 3.030 0.523 3.510 0.4685
C -2.120 -5.935 -4.534 -1.1869
C -2.861 -5.602 -3.240 -0.2926
C -2.017 -4.846 -2.210 -0.5074
C -1.455 -3.511 -2.708 0.2764
N -2.496 -2.637 -3.232 -0.0954
C -3.210 -1.769 -2.487 -0.0452
S -2.666 -1.218 -0.987 -0.1293
N -4.347 -1.322 -3.059 -0.0373
C -5.450 -0.696 -2.336 0.0929
C -6.478 -1.713 -1.829 -0.7821
C -7.507 -2.173 -2.862 -0.4923
C -6.931 -2.875 -4.092 -0.9106
H -2.765 -6.514 -5.193 0.3869
H -1.230 -6.531 -4.329 0.2966
H -1.810 -5.038 -5.074 0.2814
H -3.203 -6.530 -2.781 0.4056
H -3.764 -5.026 -3.470 -0.0630
H -1.181 -5.477 -1.897 0.4945
H -2.635 -4.650 -1.329 0.1794
H -0.720 -3.672 -3.498 0.3998
H -0.969 -2.981 -1.893 -0.7711
H -2.938 -2.975 -4.076 0.3666
H -4.628 -1.791 -3.908 0.1451
H -5.927 0.031 -2.998 0.4638
H -5.009 -0.175 -1.493 -0.3821
H -7.012 -1.264 -0.988 0.4013
H -5.935 -2.580 -1.437 0.1906
H -8.106 -1.318 -3.188 0.2947
H -8.191 -2.859 -2.359 0.3812
H -6.444 -2.170 -4.772 0.2670
H -7.733 -3.350 -4.656 0.3852
H -6.221 -3.656 -3.807 0.0886
O 2.016 0.457 -0.715 0.2984
N 2.812 -0.306 -1.443 -0.2468
C 2.970 -0.011 -2.745 0.0384
C 3.850 -0.728 -3.521 -0.8905
C 4.574 -1.770 -2.957 -0.2052
C 4.382 -2.061 -1.614 -1.0070
C 3.497 -1.312 -0.872 -0.0049
H 2.374 0.815 -3.108 0.3685
H 3.978 -0.453 -4.558 0.4662
H 5.278 -2.338 -3.548 0.4274
H 4.923 -2.863 -1.133 0.4613
H 3.315 -1.465 0.181 0.5373
C 0.491 -3.801 0.972 -0.7878
O 0.454 -2.506 1.622 -0.4462
C 0.357 -1.437 0.893 0.5187
O 0.366 -1.474 -0.366 -0.3967
H -0.527 -4.171 0.868 0.3090
H 1.058 -4.457 1.623 0.3500
H 0.961 -3.721 -0.005 0.2923
```

---

Entry 2:
C22H20BeN3O2SSe3Te | wB97M-V/def2-TZVPD

Largest force on an atom   1.1 eV Å⁻¹
Total charge   -1
Kohn-Sham gap   5.19 eV
Energy   -246278.1686 eV
Lowest unoccupied orbital energy   1.89 eV

Geometry as XYZ:
```
53
Properties=species:S:1:pos:R:3:mulliken_charge:R:1
Be 1.675 0.444 -1.583 0.3599
Se 0.378 4.307 -0.231 -0.5787
Se 2.666 4.522 -0.521 -0.3265
Te 3.555 2.190 -0.648 0.2180
Se 3.598 0.408 -2.576 -0.7286
C -1.407 -0.148 6.390 -1.4372
C -0.512 -0.139 5.177 1.1023
C -0.889 0.530 4.014 -0.8247
C -0.073 0.529 2.894 -0.5596
C 1.133 -0.155 2.938 -0.3247
C 1.536 -0.816 4.084 -0.3089
C 0.710 -0.805 5.200 -0.6911
S 2.220 -0.065 1.523 1.4658
O 3.238 -1.069 1.717 -0.7430
O 2.649 1.298 1.585 -0.7755
N 1.364 -0.305 0.150 0.6857
C 0.857 -1.589 0.005 0.4056
C 0.783 -2.633 0.916 -0.8222
C 0.216 -3.871 0.550 -1.0380
C -0.254 -4.130 -0.706 -0.9448
C -0.152 -3.120 -1.688 0.8472
C -0.529 -3.272 -3.035 -0.6856
C -0.349 -2.239 -3.918 -1.0057
C 0.214 -1.043 -3.460 0.0431
N 0.564 -0.866 -2.205 0.4020
C 0.393 -1.873 -1.320 0.2128
H -2.242 0.541 6.267 0.3374
H -0.857 0.141 7.287 0.3514
H -1.818 -1.145 6.566 0.2961
H -1.828 1.072 3.989 0.3070
H -0.344 1.082 2.001 0.4975
H 2.488 -1.333 4.091 0.5032
H 1.021 -1.318 6.103 0.3525
H 1.172 -2.531 1.915 0.2899
H 0.170 -4.645 1.307 0.3839
H -0.672 -5.095 -0.968 0.3780
H -0.948 -4.217 -3.363 0.4175
H -0.618 -2.331 -4.961 0.3999
H 0.386 -0.217 -4.140 0.4046
N 0.848 1.880 -2.455 0.0496
C -0.546 2.162 -2.729 -0.3018
C -1.556 1.370 -2.209 0.2734
C -2.885 1.660 -2.496 -0.8521
C -3.210 2.745 -3.297 -0.3914
C -2.196 3.549 -3.804 -0.6065
C -0.872 3.260 -3.521 -0.1229
H 1.286 2.731 -2.091 -0.0657
H 1.371 1.670 -3.309 0.3131
H -1.306 0.557 -1.541 0.3262
H -3.669 1.044 -2.073 0.3895
H -4.246 2.975 -3.509 0.3769
H -2.438 4.410 -4.415 0.3634
H -0.079 3.893 -3.899 0.3817
```

---

Entry 3:
C5H14O | wB97M-V/def2-TZVPD

Largest force on an atom   2.3 eV Å⁻¹
Relative energy (zero: lowest compared OMol25 entry of this formula, charge and spin)   53.1 kJ/mol
Kohn-Sham gap   11.75 eV
Energy   -7459.2345 eV
Lowest unoccupied orbital energy   0.85 eV

Geometry as XYZ:
```
20
Properties=species:S:1:pos:R:3:mulliken_charge:R:1
C 1.051 -0.364 2.228 -1.1013
C 0.816 0.582 1.080 -0.5285
C 0.492 -0.170 -0.292 -0.7202
C 0.136 0.776 -1.469 -0.3280
C -0.129 -0.113 -2.706 -1.1164
H 1.409 0.099 3.163 0.3391
H 1.854 -1.002 1.821 0.2665
H 0.181 -1.000 2.462 0.2632
H -0.095 1.199 1.207 0.3481
H 1.681 1.269 1.008 0.3712
H 1.452 -0.680 -0.496 0.4202
H -0.292 -0.947 -0.208 0.3342
H -0.775 1.293 -1.112 0.2816
H 0.892 1.549 -1.703 0.2874
H 0.822 -0.670 -2.732 0.2819
H -0.252 0.417 -3.665 0.3432
H -0.956 -0.834 -2.594 0.2888
O -2.902 -0.366 0.974 -0.6465
H -3.418 -0.663 1.758 0.3046
H -1.966 -0.373 1.276 0.3109
```

---

Entry 4:
C7H15NO2S | wB97M-V/def2-TZVPD

Largest force on an atom   2.9 eV Å⁻¹
Relative energy (zero: lowest compared OMol25 entry of this formula, charge and spin)   67.3 kJ/mol
Kohn-Sham gap   10.92 eV
Energy   -23921.3495 eV
Lowest unoccupied orbital energy   0.56 eV

Geometry as XYZ:
```
26
Properties=species:S:1:pos:R:3:mulliken_charge:R:1
C 1.095 -0.830 -1.062 -1.8874
C -0.130 -0.679 -0.179 1.5499
C -0.204 -1.686 0.960 -1.7137
C -1.479 -0.896 -0.965 -1.0805
S -2.696 0.038 -0.016 1.1808
O -3.511 -0.827 0.806 -0.7060
O -3.409 0.899 -0.889 -0.6657
N -1.636 0.846 1.001 -0.5615
C -0.321 0.731 0.326 1.1596
C 0.729 1.222 1.245 -1.6627
C -0.477 1.623 -0.898 -1.7313
H 1.901 -0.205 -0.612 0.2917
H 0.663 -0.602 -2.025 0.4652
H 1.633 -1.730 -1.143 0.4096
H -1.114 -1.589 1.637 0.3672
H 0.671 -1.628 1.596 0.4379
H -0.277 -2.752 0.635 0.4252
H -1.524 -0.377 -1.945 0.4261
H -1.788 -1.959 -1.014 0.5076
H -1.707 0.293 1.865 0.4342
H 0.504 1.998 1.980 0.4455
H 1.566 1.515 0.616 0.3255
H 0.978 0.318 1.759 0.3452
H -1.306 1.478 -1.546 0.4058
H 0.373 1.453 -1.605 0.3211
H -0.548 2.618 -0.566 0.5106
```